1.
{
  "formula": "C31H35GeN4O7ReS2Se2",
  "method": "ωB97M-V/def2-TZVPD",
  "elements": ["Re", "O", "C", "O", "C", "C", "C", "N", "C", "C", "C", "O", "O", "H", "H", "H", "O", "S", "O", "O", "S", "C", "C", "C", "C", "C", "C", "Se", "C", "C", "C", "H", "H", "H", "H", "H", "H", "H", "H", "H", "H", "H", "C", "Ge", "C", "C", "C", "Se", "C", "H", "H", "H", "H", "H", "H", "H", "H", "H", "H", "H", "H", "H", "H", "N", "C", "C", "C", "C", "C", "C", "C", "N", "C", "C", "N", "C", "H", "H", "H", "H", "H", "H", "H"],
  "xyz": [[-0.815, 1.194, -0.279], [3.329, 6.191, -3.010], [2.128, 6.354, -2.734], [1.390, 7.350, -2.782], [1.460, 5.103, -2.105], [2.216, 4.171, -1.416], [1.619, 3.045, -0.877], [0.313, 2.826, -1.007], [-0.442, 3.735, -1.659], [0.087, 4.878, -2.210], [-1.906, 3.420, -1.674], [-2.748, 4.022, -2.268], [-2.206, 2.346, -0.886], [3.284, 4.325, -1.333], [2.178, 2.285, -0.348], [-0.548, 5.604, -2.699], [1.654, -1.654, -1.878], [0.360, -1.274, -1.397], [-0.571, -2.355, -1.152], [0.499, -0.413, -0.123], [-0.540, 0.169, -2.528], [-2.203, -1.163, 6.736], [-1.691, -0.414, 5.536], [-0.435, -0.683, 5.008], [0.068, 0.015, 3.914], [1.425, -0.331, 3.370], [-0.728, 1.007, 3.332], [-0.056, 2.024, 1.840], [-1.997, 1.302, 3.844], [-2.880, 2.343, 3.218], [-2.457, 0.581, 4.941], [-1.695, -2.121, 6.850], [-3.274, -1.352, 6.657], [-2.038, -0.590, 7.651], [0.171, -1.467, 5.450], [1.770, -1.280, 3.781], [2.158, 0.438, 3.629], [1.410, -0.413, 2.285], [-3.037, 2.145, 2.156], [-2.434, 3.337, 3.285], [-3.851, 2.366, 3.713], [-3.447, 0.795, 5.330], [6.856, -1.003, -0.633], [4.955, -1.057, -1.161], [3.928, -1.251, 0.495], [4.721, -2.548, -2.405], [4.629, 0.679, -2.040], [3.058, 0.847, -3.176], [3.660, 2.466, -4.077], [7.137, -1.913, -0.100], [7.050, -0.152, 0.022], [7.499, -0.911, -1.510], [4.083, -2.251, 0.904], [2.864, -1.098, 0.339], [4.286, -0.525, 1.228], [4.873, -3.495, -1.883], [5.459, -2.475, -3.205], [3.725, -2.542, -2.839], [5.501, 0.873, -2.669], [4.604, 1.462, -1.278], [4.536, 2.253, -4.688], [3.888, 3.254, -3.364], [2.852, 2.816, -4.717], [-6.788, -6.553, -4.034], [-6.252, -5.765, -3.392], [-5.582, -4.782, -2.589], [-6.261, -4.187, -1.528], [-5.618, -3.241, -0.749], [-4.302, -2.912, -1.035], [-3.611, -3.502, -2.086], [-4.261, -4.438, -2.872], [-3.619, -1.960, -0.231], [-3.277, -2.095, 1.100], [-2.461, -1.051, 1.387], [-2.296, -0.283, 0.253], [-3.002, -0.863, -0.696], [-7.286, -4.463, -1.325], [-6.128, -2.754, 0.071], [-2.576, -3.229, -2.254], [-3.745, -4.913, -3.695], [-3.611, -2.931, 1.688], [-1.967, -0.820, 2.311], [-3.041, -0.547, -1.724]],
  "mulliken_spin": [1.07, 0.00, 0.00, 0.00, 0.00, -0.01, -0.04, -0.02, 0.00, 0.00, 0.02, 0.00, -0.02, 0.00, 0.01, 0.00, 0.00, -0.01, 0.00, 0.07, 0.00, 0.00, 0.00, -0.01, 0.00, 0.00, 0.00, -0.07, 0.02, -0.01, 0.00, 0.00, 0.00, 0.00, 0.00, 0.00, 0.00, 0.00, 0.00, 0.00, 0.00, 0.00, 0.00, 0.00, 0.00, 0.00, 0.00, 0.00, 0.00, 0.00, 0.00, 0.00, 0.00, 0.00, 0.00, 0.00, 0.00, 0.00, 0.00, 0.00, 0.00, 0.00, 0.00, 0.00, 0.00, 0.00, 0.00, 0.00, 0.00, 0.00, 0.00, 0.00, -0.01, 0.01, -0.03, 0.02, 0.00, 0.00, 0.00, 0.00, 0.00, 0.00, 0.00],
  "total_charge": -1,
  "s2": 0.781,
  "homo_lumo_gap_ev": [6.169, 6.574],
  "homo_energy_ev": [-5.567, -5.549],
  "e_above_lowest_kj_mol": 0.0,
  "multiplicity": 2,
  "e_tot_ha": -9702.6520
}



2.
{
  "formula": "C31H35O4P2PdSSe2",
  "method": "ωB97M-V/def2-TZVPD",
  "elements": ["Pd", "C", "Se", "C", "C", "Se", "C", "H", "H", "H", "H", "H", "H", "H", "H", "H", "H", "O", "P", "C", "P", "O", "C", "C", "C", "C", "C", "C", "C", "C", "C", "C", "C", "C", "C", "C", "C", "C", "C", "C", "C", "C", "C", "C", "C", "C", "H", "H", "H", "H", "H", "H", "H", "H", "H", "H", "H", "H", "H", "H", "H", "H", "H", "H", "H", "H", "H", "H", "C", "C", "O", "O", "H", "H", "H", "S"],
  "xyz": [[1.342, 0.908, -0.376], [-0.153, 5.294, 0.886], [0.771, 3.982, -0.219], [-0.626, 3.704, -1.568], [-0.109, 3.660, -2.995], [0.831, 2.031, -3.584], [1.900, 2.945, -4.919], [-1.170, 4.974, 1.100], [-0.151, 6.273, 0.414], [0.407, 5.339, 1.818], [-1.278, 4.576, -1.499], [-1.205, 2.816, -1.325], [0.568, 4.487, -3.203], [-0.949, 3.691, -3.696], [2.476, 3.735, -4.445], [1.218, 3.344, -5.667], [2.555, 2.204, -5.369], [0.424, -0.237, 1.157], [1.364, -1.060, 1.973], [0.313, -1.918, -2.056], [-0.830, -0.733, -1.878], [-0.209, 0.682, -1.558], [-2.138, -1.061, -0.656], [-2.862, -2.249, -0.759], [-3.834, -2.563, 0.178], [-4.100, -1.687, 1.223], [-3.396, -0.495, 1.321], [-2.418, -0.183, 0.385], [-1.854, -0.282, -3.319], [-1.629, -0.896, -4.543], [-2.363, -0.515, -5.662], [-3.314, 0.488, -5.559], [-3.545, 1.108, -4.334], [-2.825, 0.717, -3.217], [1.501, -0.398, 3.622], [2.325, -1.007, 4.569], [2.414, -0.474, 5.843], [1.675, 0.657, 6.172], [0.849, 1.257, 5.234], [0.757, 0.732, 3.953], [1.031, -2.792, 1.944], [2.023, -3.765, 2.040], [1.661, -5.102, 2.036], [0.322, -5.458, 1.940], [-0.663, -4.485, 1.836], [-0.314, -3.146, 1.835], [0.046, -2.964, -2.104], [1.355, -1.635, -2.078], [-2.661, -2.936, -1.573], [-4.392, -3.487, 0.088], [-4.863, -1.929, 1.951], [-3.611, 0.194, 2.128], [-1.865, 0.744, 0.469], [-0.862, -1.659, -4.607], [-2.191, -1.003, -6.613], [-3.886, 0.783, -6.429], [-4.299, 1.880, -4.252], [-3.025, 1.178, -2.256], [2.882, -1.902, 4.317], [3.049, -0.943, 6.583], [1.742, 1.067, 7.171], [0.273, 2.133, 5.500], [0.120, 1.189, 3.207], [3.067, -3.486, 2.094], [2.423, -5.866, 2.100], [0.046, -6.504, 1.935], [-1.702, -4.769, 1.743], [-1.074, -2.380, 1.715], [4.917, 0.237, 1.974], [3.560, 0.194, 1.371], [2.926, -0.995, 1.433], [3.042, 1.164, 0.839], [5.242, -0.751, 2.283], [4.863, 0.898, 2.842], [5.619, 0.677, 1.268], [2.467, 1.775, -2.169]],
  "lowdin_charge": [0.67, -0.41, 0.89, -0.53, -0.44, 0.89, -0.32, 0.03, 0.02, 0.02, 0.08, 0.04, 0.07, 0.09, 0.04, 0.05, 0.04, -0.36, 0.77, -0.24, 0.65, -0.64, -0.29, -0.08, -0.08, -0.08, -0.08, -0.11, -0.30, -0.09, -0.08, -0.08, -0.08, -0.09, -0.26, -0.06, -0.06, -0.06, -0.06, -0.05, -0.25, -0.06, -0.06, -0.05, -0.05, -0.05, -0.01, -0.03, 0.11, 0.11, 0.11, 0.10, 0.09, 0.10, 0.11, 0.11, 0.10, 0.11, 0.11, 0.11, 0.11, 0.11, 0.11, 0.11, 0.11, 0.11, 0.11, 0.10, 0.06, -0.49, -0.09, -0.04, 0.10, 0.12, 0.11, 0.23],
  "total_charge": 1,
  "homo_lumo_gap_ev": [5.974, 5.975],
  "homo_energy_ev": [-9.005, -9.005],
  "e_tot_ha": -7514.7341
}